(1)
Molecular formula: C20H28Cl36F3NOSi
Method: DFT, the ωB97M-V functional and the def2-TZVPD basis

Summary:
Kohn-Sham gap in eV: 10.1
Total charge: 0
DFT total energy in eV: -491569.9650

Each line ends with the Löwdin charge.
Positions of all 90 atoms, in Å:
C: -0.772 -0.573 1.700  -0.14
C: 0.555 0.127 1.322  -0.36
Si: 1.336 -0.552 -0.262  0.67
C: 2.968 0.368 -0.490  -0.26
C: 3.882 -0.190 -1.593  -0.17
C: 4.888 0.882 -1.924  -0.57
N: 4.768 1.554 -3.138  0.15
O: 5.738 1.151 -1.137  0.06
C: 0.166 -0.449 -1.743  -0.25
C: -0.843 0.698 -1.647  -0.12
C: -1.656 0.871 -2.905  -0.70
F: -1.728 2.122 -3.303  0.16
F: -1.199 0.170 -3.922  0.15
F: -2.897 0.448 -2.704  0.13
H: -1.586 0.087 1.438  0.06
H: -0.857 -1.528 1.198  0.06
H: -0.797 -0.700 2.773  0.02
H: 0.434 1.198 1.139  0.03
H: 1.333 0.037 2.074  0.02
H: 1.657 -1.979 -0.013  0.01
H: 3.490 0.300 0.458  0.04
H: 2.788 1.428 -0.679  0.09
H: 4.467 -1.038 -1.263  0.11
H: 3.347 -0.512 -2.484  0.10
H: 5.243 2.448 -2.997  0.00
H: 3.781 1.797 -3.233  0.10
H: -0.410 -1.366 -1.812  0.08
H: 0.752 -0.392 -2.655  0.07
H: -0.330 1.617 -1.388  0.12
H: -1.561 0.483 -0.870  0.11
C: -6.051 -0.901 -2.350  -1.52
Cl: -5.492 -2.350 -1.512  0.50
Cl: -7.177 -1.328 -3.646  0.54
Cl: -6.805 0.216 -1.215  0.52
H: -5.194 -0.411 -2.794  -0.01
C: 1.980 2.539 4.074  -1.51
Cl: 0.587 3.077 3.138  0.55
Cl: 1.728 0.899 4.674  0.52
Cl: 3.435 2.628 3.079  0.52
H: 2.105 3.197 4.924  0.01
C: -10.058 1.458 0.831  -1.54
Cl: -11.079 1.988 2.171  0.53
Cl: -8.521 2.328 0.842  0.51
Cl: -9.795 -0.283 0.902  0.52
H: -10.570 1.687 -0.094  0.01
C: -7.931 -5.041 -3.518  -1.58
Cl: -8.466 -4.870 -1.845  0.51
Cl: -6.723 -6.317 -3.662  0.51
Cl: -9.303 -5.356 -4.584  0.53
H: -7.474 -4.109 -3.823  -0.07
C: -5.105 -4.701 -7.453  -1.54
Cl: -4.537 -6.142 -6.610  0.52
Cl: -6.208 -5.135 -8.759  0.53
Cl: -5.879 -3.576 -6.333  0.52
H: -4.247 -4.204 -7.887  0.01
C: 0.234 -2.999 5.117  -1.53
Cl: 1.833 -2.421 4.638  0.51
Cl: -0.826 -1.648 5.523  0.53
Cl: -0.478 -3.991 3.845  0.53
H: 0.349 -3.613 6.000  0.01
C: 6.590 -0.627 1.256  -1.55
Cl: 5.539 -0.141 2.590  0.52
Cl: 8.121 0.240 1.319  0.55
Cl: 6.861 -2.373 1.288  0.53
H: 6.100 -0.373 0.323  -0.04
C: -10.151 3.166 5.748  -1.57
Cl: -11.158 3.720 7.087  0.52
Cl: -8.607 4.020 5.732  0.52
Cl: -9.900 1.422 5.831  0.51
H: -10.667 3.388 4.823  -0.02
C: 10.006 3.158 -0.309  -1.54
Cl: 11.102 2.259 0.736  0.49
Cl: 9.728 4.791 0.307  0.52
Cl: 10.631 3.213 -1.959  0.53
H: 9.056 2.637 -0.326  -0.01
C: -6.141 -4.927 2.018  -1.54
Cl: -5.073 -5.916 3.016  0.53
Cl: -6.336 -3.318 2.715  0.53
Cl: -5.534 -4.818 0.366  0.48
H: -7.113 -5.403 1.988  0.01
C: 7.512 4.355 -4.350  -1.54
Cl: 7.687 2.655 -4.768  0.54
Cl: 6.857 5.269 -5.710  0.53
Cl: 6.493 4.561 -2.915  0.55
H: 8.492 4.749 -4.116  0.00
C: 11.825 3.075 4.767  -1.54
Cl: 11.994 1.374 4.320  0.52
Cl: 11.231 4.019 3.403  0.49
Cl: 10.762 3.248 6.166  0.52
H: 12.803 3.450 5.039  0.01

***

(2)
Molecular formula: C3H8O3
Method: DFT, the ωB97M-V functional and the def2-TZVPD basis

Summary:
Kohn-Sham gap in eV: 10.4
ΔE to the lowest compared entry with this formula, charge and spin in eV: 3.373
Total charge: 0
DFT total energy in eV: -9380.4290
SMILES: [H][H].O=CCO.C=O

Each line ends with the Löwdin charge.
Positions of all 14 atoms, in Å:
H: 0.954 2.464 0.873  0.05
H: 0.212 2.465 0.850  0.05
O: -1.281 1.042 0.281  0.01
C: -1.022 0.199 -0.545  -0.26
C: -1.055 -1.264 -0.166  -0.26
O: -0.887 -1.424 1.211  -0.05
H: -0.815 0.466 -1.600  0.13
H: -2.035 -1.635 -0.519  0.13
H: -0.286 -1.837 -0.697  0.12
H: -1.183 -0.591 1.615  0.09
C: 1.820 0.027 -0.318  -0.17
O: 2.420 1.020 0.002  -0.03
H: 1.612 -0.202 -1.386  0.09
H: 1.457 -0.707 0.426  0.09

***

(3)
Molecular formula: C6H12O
Method: DFT, the ωB97M-V functional and the def2-TZVPD basis

Summary:
Kohn-Sham gap in eV: 10.8
ΔE to the lowest compared entry with this formula, charge and spin in eV: 2.674
Total charge: 0
DFT total energy in eV: -8461.6798
SMILES: CCOCC1CC1

Each line ends with the Löwdin charge.
Positions of all 19 atoms, in Å:
C: 3.193 -0.276 0.211  -0.07
C: 1.992 0.263 -0.553  -0.29
O: 0.956 0.880 0.237  -0.14
C: -0.161 -0.027 0.020  -0.19
C: -1.598 -0.078 0.539  -0.24
C: -2.546 -0.549 -0.568  -0.13
C: -2.735 0.784 0.080  -0.13
H: 3.636 -1.080 -0.390  0.08
H: 3.977 0.455 0.421  0.07
H: 2.861 -0.720 1.153  0.08
H: 1.546 -0.622 -1.003  0.09
H: 2.277 0.901 -1.398  0.12
H: -0.264 -0.003 -1.064  0.11
H: 0.241 -0.977 0.373  0.12
H: -1.737 -0.599 1.487  0.13
H: -2.135 -0.568 -1.579  0.10
H: -3.263 -1.347 -0.380  0.10
H: -2.501 1.679 -0.485  0.10
H: -3.584 0.874 0.753  0.10